Record 1
A molecular structure, C20H22N2ORhTe at a distorted geometry, computed with the ωB97M-V functional and the def2-TZVPD basis.

```
47
Properties=species:S:1:pos:R:3:forces:R:3
Rh -0.0773 -0.6188 0.5955 0.0 -0.5 -0.9
N 2.0029 -0.5906 1.3388 -0.1 0.2 0.2
C 2.4823 -1.9220 1.6522 -0.3 0.1 -0.2
C 3.6752 -2.1347 2.2701 0.2 -0.2 0.1
C 4.1316 -3.4506 2.5115 0.0 0.2 0.0
C 3.3943 -4.5116 2.0866 -0.2 -0.1 -0.1
C 2.1578 -4.3105 1.4259 0.0 0.0 0.0
C 1.3968 -5.3770 0.8892 0.3 -0.1 0.2
C 0.2562 -5.1085 0.2117 -0.4 0.4 -0.2
C -0.1917 -3.7656 0.1247 0.1 -0.3 0.2
N 0.4504 -2.7519 0.6503 0.0 0.4 0.3
C 1.6660 -3.0005 1.2482 0.1 -0.3 -0.1
H 1.9494 -0.0541 2.2026 0.0 0.1 -0.1
H 2.6793 -0.1073 0.7570 0.0 -0.1 -0.1
H 4.2850 -1.2895 2.5659 0.0 0.0 0.0
H 5.0761 -3.6133 3.0115 0.0 0.1 0.0
H 3.7523 -5.5222 2.2359 0.0 0.0 0.0
H 1.7470 -6.3953 1.0062 0.0 0.0 0.0
H -0.3310 -5.8945 -0.2411 0.0 0.0 0.0
H -1.1172 -3.5408 -0.3769 0.0 0.0 -0.1
C -2.0915 1.2079 1.7722 0.1 0.0 0.1
O -2.7246 0.1622 1.0214 -0.4 0.2 0.2
C -1.9843 -0.7330 0.4198 1.0 0.1 0.4
C -2.8762 -1.7527 -0.1924 -0.2 0.1 -0.3
H -1.7474 0.8250 2.7309 0.0 -0.1 0.0
H -2.8491 1.9678 1.9378 0.0 0.0 -0.1
H -1.2405 1.5996 1.2096 0.0 0.1 0.0
H -3.9179 -1.4331 -0.1522 0.0 0.0 0.0
H -2.7878 -2.6956 0.3471 0.0 0.0 0.1
H -2.5814 -1.9196 -1.2295 0.0 -0.1 0.0
C 0.9097 3.0081 -1.1442 -0.1 0.0 0.0
Te 0.2072 1.0214 -1.5248 -0.2 -0.3 0.5
C -1.7073 1.9482 -1.7475 0.1 0.1 -0.1
C -1.4012 3.3968 -2.0471 -0.1 -0.1 0.0
C -2.3713 4.2271 -2.5977 0.0 0.1 0.0
C -2.0895 5.5595 -2.8567 -0.1 -0.1 0.0
C -0.8319 6.0683 -2.5694 0.1 0.0 0.0
C 0.1399 5.2445 -2.0225 0.0 0.1 0.0
C -0.1391 3.9087 -1.7561 0.1 0.0 0.1
H 1.8842 3.1375 -1.6100 0.0 0.0 0.0
H 1.0104 3.1580 -0.0701 0.0 0.0 0.0
H -2.2669 1.8228 -0.8227 0.0 0.0 0.0
H -2.2531 1.4621 -2.5535 0.0 0.0 0.0
H -3.3505 3.8263 -2.8304 0.0 0.0 0.0
H -2.8467 6.1976 -3.2919 0.0 0.0 0.0
H -0.6037 7.1046 -2.7799 0.0 0.0 0.0
H 1.1250 5.6391 -1.8056 0.0 0.0 0.0
```
Positions in Å, forces in eV/Å.

## Properties
E_LUMO (alpha / beta): -3.04 / -3.04 eV
net charge: +1
ΔE to the lowest compared entry with this formula, charge and spin: 18.8 kcal/mol
gap between HOMO and LUMO (alpha / beta): 7.33 / 7.33 eV
E: -1338.39843 Eh
highest occupied orbital energy (alpha / beta): -10.38 / -10.38 eV
spin multiplicity: 1

---

Record 2
2 unconnected molecules or ions with the total composition C20H22N6O7S at a distorted geometry, computed with the ωB97M-V functional and the def2-TZVPD basis.

```
56
Properties=species:S:1:pos:R:3:forces:R:3
O 7.3880 1.2281 -4.5066 0.4 1.0 0.7
O -4.0169 1.4437 5.7093 -0.1 0.0 -0.3
O -3.9223 -1.9308 2.8450 0.1 0.4 -0.1
O -1.2116 0.6481 -1.2714 0.1 -1.0 0.0
O -0.7910 0.0595 -4.1964 2.3 0.2 2.2
O 1.3448 -0.8239 -4.8991 0.0 1.2 2.9
O -2.5609 -1.0582 -1.1516 1.5 0.5 0.0
N 4.2406 3.4140 -2.8920 1.0 -0.4 -0.4
C 6.2604 0.7820 -4.5829 2.1 -0.6 -1.0
C -2.8922 0.9589 5.6842 -0.7 0.6 1.1
C -4.1268 -0.8343 3.3590 0.4 -1.2 -0.2
C 1.7748 3.3516 -2.4513 -0.5 -0.3 -0.1
C 0.8141 2.4060 -2.7098 0.6 1.1 0.4
C 5.2655 2.7245 -3.4296 -1.1 0.4 0.4
C 3.0367 2.8324 -2.9068 -0.2 0.5 0.2
C 0.8257 -3.3492 -0.3504 0.1 0.4 -0.4
C 1.8212 -3.2557 -1.3205 -0.4 0.2 0.1
C 3.8437 0.8504 -3.9810 0.0 -0.1 0.0
C -0.2415 -2.4513 -0.3653 -0.1 0.3 -0.3
C 1.7400 -2.2748 -2.3100 -0.3 0.3 -0.1
C 5.1103 1.4478 -3.9940 -1.6 0.0 0.5
C 2.7893 1.5660 -3.4251 0.6 -1.1 -0.5
C -0.3356 -1.4375 -1.3378 2.5 -2.1 -0.3
C 0.6716 -1.3584 -2.3426 -0.2 0.2 0.4
N 6.1521 -0.3822 -5.2879 -1.5 -0.4 -0.2
N -5.2483 -0.5689 4.0405 -0.5 1.0 0.4
N -2.3627 0.4072 4.5943 0.2 -0.5 -0.7
N 1.4224 1.2892 -3.2942 -1.2 -1.7 -0.5
N -1.4352 -0.5619 -1.2554 -2.7 1.6 -0.1
C -2.0346 0.9588 6.9267 -0.1 0.0 -0.1
C -6.3610 -1.5004 4.2120 0.6 -0.1 -0.3
C -2.0128 0.1101 2.2109 -0.6 -0.2 0.2
C -3.0623 0.2866 3.3158 0.1 0.4 -0.2
S 0.5959 -0.2105 -3.7816 -1.0 0.0 -3.4
H 1.6278 4.3308 -2.0106 -0.1 -0.2 -0.1
H -0.2492 2.5244 -2.5094 0.4 -0.6 -0.3
H 6.2462 3.1927 -3.4296 -0.2 -0.1 0.0
H 0.8753 -4.1203 0.4138 -0.1 0.2 -0.1
H 2.6504 -3.9578 -1.3161 -0.1 0.2 -0.1
H 3.6807 -0.1356 -4.4038 0.0 0.1 0.1
H -1.0150 -2.5372 0.3954 0.0 0.2 -0.2
H 2.5115 -2.2485 -3.0769 -0.3 0.2 0.0
H 6.9880 -0.6321 -5.8088 -0.4 0.1 0.2
H 5.2436 -0.6196 -5.6693 0.5 -0.2 -0.1
H -5.2863 0.3193 4.5299 0.1 -0.1 -0.1
H -1.4353 0.0223 4.6559 0.0 -0.1 0.0
H -1.1443 1.5595 6.7508 0.2 0.0 0.1
H -2.6060 1.3851 7.7501 0.1 0.0 -0.1
H -1.7528 -0.0635 7.1712 0.2 0.0 0.1
H -7.1270 -1.0566 4.8500 0.2 0.1 -0.1
H -6.7957 -1.7388 3.2396 0.0 -0.1 0.1
H -6.0015 -2.4233 4.6708 -0.1 0.0 -0.1
H -1.3003 0.9352 2.2315 -0.1 0.0 0.1
H -1.4835 -0.8344 2.3404 0.0 0.0 -0.1
H -2.5188 0.1083 1.2475 0.1 -0.1 -0.1
H -3.5890 1.2229 3.1230 0.0 0.1 0.2
```
Positions in Å, forces in eV/Å.

## Properties
E_LUMO: -1.34 eV
SMILES string: NC(=O)c1cnc2ccn(S(=O)(=O)c3ccccc3[N+](=O)[O-])c2c1.CNC(=O)[C@H](C)NC(C)=O
gap between HOMO and LUMO: 7.82 eV
E: -2028.65697 Eh
highest occupied orbital energy: -9.16 eV
spin multiplicity: 1

---

Record 3
A molecular structure, C20H22NO6P3Tc at a distorted geometry, computed with the ωB97M-V functional and the def2-TZVPD basis.

```
53
Properties=species:S:1:pos:R:3:forces:R:3
Tc -0.3408 -0.9609 -0.0761 1.0 -2.1 1.8
N -2.8768 -2.7901 1.1913 -0.9 -2.0 -1.4
C -1.8874 -2.5275 2.2872 -0.4 1.3 0.8
C -2.2966 -3.2136 3.6122 0.0 0.3 -1.1
P -1.9665 -0.6660 2.4455 3.8 0.9 0.6
O -3.3515 -0.2585 3.0342 -0.1 -0.1 0.0
O -0.7146 -0.1448 3.1642 -2.6 -1.2 -1.4
O -2.0216 -0.3227 0.8906 0.8 0.3 0.0
P -0.2427 -3.1247 1.6273 1.8 -1.6 0.0
O 0.8814 -1.9037 1.8115 -1.8 0.2 -0.2
O 0.1628 -4.3869 2.2604 -0.7 1.1 -0.7
O -0.4476 -3.0299 0.0413 -0.3 0.7 1.4
H -3.0676 -1.9325 0.6367 -0.2 -0.3 0.4
H -3.7406 -3.2474 1.5266 0.1 0.6 0.1
H -2.5259 -3.4777 0.4725 0.1 0.6 0.7
H -3.1658 -2.7048 4.0282 -0.2 -0.3 -0.1
H -1.5031 -3.0889 4.3450 0.2 -0.5 -0.1
H -2.4984 -4.2501 3.3201 0.1 0.0 0.8
H -3.2933 0.4551 3.6899 -0.2 0.0 0.1
H 0.6228 -1.2714 2.5410 0.2 -0.2 0.0
C 4.2998 -0.4966 -3.4558 -0.3 -0.7 0.3
C 4.0347 -1.1796 -2.2722 -1.0 0.1 0.3
C 3.0868 -0.6795 -1.3545 0.5 -0.9 0.4
C 2.4433 0.5271 -1.6092 0.5 0.0 -0.3
C 2.8567 1.2752 -2.7331 0.2 -0.2 0.0
C 3.7830 0.7721 -3.6562 -0.6 0.2 0.8
P 0.9615 0.8991 -0.6634 0.1 0.5 -0.3
C 0.9906 2.2025 0.5206 -1.4 0.7 0.8
C -0.2310 2.6276 1.1754 1.6 -0.9 -1.4
C -0.1582 3.6867 2.0313 -1.4 -0.1 -0.2
C 1.0413 4.2466 2.3881 0.6 0.2 0.2
C 2.2114 3.8375 1.7881 0.2 0.1 -0.1
C 2.1895 2.8252 0.8379 0.4 0.1 -0.6
C -0.4344 0.7884 -1.8158 0.3 -0.1 -0.6
C -0.9520 1.6994 -2.6994 0.3 0.7 -0.3
C -1.9634 1.3325 -3.5786 -0.8 -0.1 -0.5
C -2.4079 0.0063 -3.6596 1.0 0.5 1.2
C -1.9078 -0.9046 -2.7360 0.4 -1.1 0.0
C -0.9003 -0.5530 -1.8362 -1.4 1.7 -1.2
H 4.8051 -1.0104 -4.2651 0.5 0.2 0.2
H 4.4321 -2.1673 -2.0893 0.2 0.0 0.0
H 2.8751 -1.2555 -0.4201 0.1 0.4 -0.9
H 2.4636 2.2568 -2.8764 -0.4 0.5 -0.2
H 4.0932 1.3295 -4.5283 -0.2 0.2 0.0
H -1.1766 2.1462 0.9616 0.0 0.1 -0.2
H -1.1027 4.1263 2.3220 0.1 -0.1 0.6
H 1.0614 5.0130 3.1375 0.0 0.4 0.1
H 3.1176 4.3794 2.0102 0.2 -0.2 0.0
H 3.0812 2.5876 0.2516 -0.1 0.0 0.4
H -0.4878 2.6747 -2.7491 -0.4 0.3 0.0
H -2.4816 2.0795 -4.1956 0.6 -0.3 0.1
H -3.1130 -0.2888 -4.3949 -0.6 -0.2 -0.4
H -2.2375 -1.9367 -2.6851 -0.3 0.1 -0.3
```
Positions in Å, forces in eV/Å.

## Properties
E_LUMO (alpha / beta): -8.65 / -8.37 eV
net charge: +2
gap between HOMO and LUMO (alpha / beta): 5.93 / 6.63 eV
E: -2385.91848 Eh
highest occupied orbital energy (alpha / beta): -14.58 / -15.00 eV
spin multiplicity: 4

---

Record 4
A molecular structure, C20H22Pd, computed with the ωB97M-V functional and the def2-TZVPD basis.

```
43
Properties=species:S:1:pos:R:3:forces:R:3
Pd 0.0433 0.1417 -0.1516 0.1 0.6 -0.5
C 0.5684 1.5794 -2.1983 -0.4 -0.3 0.1
C -0.8307 1.4483 -2.1605 0.4 -0.2 0.1
C -1.1365 0.0367 -2.1582 0.1 0.1 -0.2
C 0.0861 -0.6919 -2.2470 0.0 -0.2 0.1
C 1.1442 0.2438 -2.2286 -0.1 0.1 -0.2
C 2.6061 -0.0137 -2.4221 -0.2 0.0 0.2
C 0.1718 -2.1920 -2.3329 -0.1 0.3 0.0
C -2.5054 -0.5626 -2.2348 0.1 0.0 0.2
C -1.8578 2.5304 -2.2536 0.1 -0.2 0.1
C 1.3795 2.8287 -2.3080 -0.1 -0.2 0.1
H 2.9524 0.4808 -3.3323 0.0 0.0 0.0
H 2.8116 -1.0778 -2.5163 0.1 0.0 0.0
H 3.1902 0.3826 -1.5881 0.0 0.0 -0.1
H -0.2501 -2.5427 -3.2761 0.0 -0.1 0.0
H -0.3935 -2.6628 -1.5222 0.1 0.0 -0.1
H 1.2061 -2.5249 -2.2755 0.0 -0.1 0.0
H -2.4999 -1.4324 -2.8912 -0.1 0.0 0.0
H -3.2186 0.1606 -2.6247 -0.1 0.0 0.0
H -2.8533 -0.8863 -1.2481 0.0 0.0 -0.1
H -2.3998 2.4431 -3.1970 -0.1 0.1 0.0
H -1.3938 3.5120 -2.2211 0.0 0.1 0.0
H -2.5788 2.4541 -1.4402 -0.1 0.1 0.0
H 1.9651 2.8179 -3.2291 0.0 0.0 0.0
H 2.0753 2.9119 -1.4720 0.0 0.1 0.0
H 0.7457 3.7109 -2.3209 0.0 0.1 0.0
C 0.2456 -3.1184 3.9271 0.0 0.1 0.3
C 0.2484 -3.0956 2.5231 0.0 0.0 -0.4
C 0.1511 -1.9050 1.8594 0.0 -0.1 -0.2
C 0.0440 -0.6774 2.5613 0.0 0.2 0.1
C -0.0614 0.5613 1.8486 0.0 0.0 -0.1
C -0.1544 1.7205 2.5860 0.0 -0.2 -0.4
C -0.1398 1.6932 3.9919 0.0 0.0 0.2
C -0.0435 0.5133 4.6762 0.0 0.2 0.0
C 0.0490 -0.7089 3.9809 0.0 0.0 -0.4
C 0.1512 -1.9539 4.6356 0.0 -0.2 0.1
H 0.3246 -4.0665 4.4400 0.0 0.0 0.1
H 0.3295 -4.0255 1.9775 0.0 0.0 -0.1
H 0.1611 -1.8758 0.7494 0.0 -0.2 0.6
H -0.2396 2.6830 2.0909 0.0 -0.1 0.0
H -0.2080 2.6264 4.5321 0.0 0.1 0.1
H -0.0400 0.5030 5.7563 0.0 0.0 0.1
H 0.1561 -1.9708 5.7158 0.0 0.0 0.1
```
Positions in Å, forces in eV/Å.

## Properties
E_LUMO (alpha / beta): 0.73 / -1.02 eV
gap between HOMO and LUMO (alpha / beta): 7.97 / 6.52 eV
E: -903.11279 Eh
highest occupied orbital energy (alpha / beta): -7.23 / -7.55 eV
spin multiplicity: 3